Record 1
ORCA calculation (the ωB97M-V functional and the def2-TZVPD basis) on a 17-piece molecular cluster, C68H119N17 overall in a non-equilibrium geometry.

Summary:
molecular weight = 1174.819 g mol⁻¹
maximum force = 3.923 eV Å⁻¹
Kohn-Sham gap = 10.9711 eV

ORCA input file:
```
! RIJCOSX wB97M-V def2-TZVPD def2/J DEFGRID3
* xyz 0 1
C -3.5947 -0.3496 -6.3243
C -3.0670 0.5485 -5.2456
C -1.9540 -0.0760 -4.4229
C -1.1595 0.8706 -3.6334
N -0.4629 1.5447 -2.9899
H -3.9827 -1.2706 -5.8892
H -2.7586 -0.5386 -6.9975
H -4.3854 0.1369 -6.8955
H -3.8673 0.8530 -4.5712
H -2.6950 1.4534 -5.7261
H -1.1769 -0.4353 -5.0976
H -2.2762 -0.8324 -3.7072
C -2.7002 -4.6978 -3.9404
C -1.2343 -4.8756 -3.7839
C -0.5890 -4.1601 -2.5430
C -1.1918 -4.5650 -1.2871
N -1.6740 -4.8176 -0.2467
H -3.1256 -5.2384 -4.7860
H -2.9897 -3.6623 -4.1193
H -3.1936 -5.0209 -3.0238
H -0.6747 -4.3873 -4.5817
H -1.0718 -5.9532 -3.8073
H -0.7692 -3.0974 -2.7050
H 0.4925 -4.2940 -2.5195
C 4.4881 -4.9620 -3.7625
C 3.6355 -5.8787 -4.6048
C 4.4476 -6.8221 -5.4503
C 5.1585 -7.8512 -4.7066
N 5.6719 -8.6674 -4.0944
H 5.1688 -5.4638 -3.0748
H 3.9205 -4.2467 -3.1673
H 5.1068 -4.3429 -4.4121
H 3.0633 -5.3060 -5.3348
H 2.9008 -6.3851 -3.9789
H 5.1043 -6.2102 -6.0688
H 3.8315 -7.3427 -6.1833
C -1.5393 0.7828 0.4808
C -0.7938 -0.3812 -0.3195
C 0.7340 -0.1384 -0.6306
C 1.5801 -0.2658 0.5885
N 2.1966 -0.3727 1.5581
H -2.5821 0.5195 0.6578
H -1.5150 1.7522 -0.0170
H -0.9847 0.9924 1.3955
H -1.2997 -0.5916 -1.2617
H -0.8042 -1.2850 0.2898
H 1.0262 0.8255 -1.0473
H 1.0186 -0.9605 -1.2873
C -7.6772 3.3585 2.0002
C -6.6549 3.5158 3.1483
C -7.2524 3.8418 4.5267
C -7.9200 5.1364 4.7363
N -8.4685 6.1663 4.9277
H -8.2519 4.2478 1.7415
H -8.2930 2.4602 2.0429
H -7.0467 3.3468 1.1111
H -5.9362 4.2757 2.8413
H -6.0224 2.6318 3.2290
H -6.4737 3.6824 5.2726
H -8.0185 3.1132 4.7919
C -1.7288 7.4350 -0.2865
C -2.9532 6.7827 0.4037
C -2.5677 6.0371 1.7123
C -1.5704 4.9693 1.4951
N -0.7642 4.1616 1.2886
H -1.9486 8.1071 -1.1161
H -1.1130 6.6715 -0.7617
H -1.1542 7.9925 0.4532
H -3.3411 6.0879 -0.3412
H -3.7314 7.5276 0.5703
H -3.4747 5.6120 2.1421
H -2.1365 6.7198 2.4445
C -4.1680 -1.7630 2.4191
C -5.0893 -0.5112 2.4332
C -5.9239 -0.1969 1.1690
C -5.2660 -0.1868 -0.1399
N -4.7380 -0.1783 -1.1847
H -3.4157 -1.6705 1.6357
H -4.7284 -2.6818 2.2466
H -3.6828 -1.9124 3.3837
H -4.3884 0.2963 2.6450
H -5.7396 -0.5645 3.3063
H -6.3146 0.8102 1.3141
H -6.7989 -0.8416 1.0852
C 2.5600 5.2366 -1.8403
C 1.7152 4.2082 -1.0084
C 2.4675 3.6105 0.2299
C 3.7283 2.8630 -0.1293
N 4.7061 2.2998 -0.4144
H 2.9768 5.9327 -1.1124
H 1.9967 5.7135 -2.6425
H 3.3905 4.6980 -2.2967
H 1.3461 3.4101 -1.6524
H 0.8102 4.7585 -0.7510
H 1.7812 2.8646 0.6307
H 2.7341 4.3781 0.9564
C 9.3099 0.3149 -0.5678
C 8.3520 0.9369 -1.6413
C 6.9828 0.2237 -1.7601
C 7.0007 -1.0885 -2.4417
N 6.9659 -2.1102 -2.9414
H 10.0838 0.9671 -0.1629
H 9.8839 -0.5044 -1.0006
H 8.7874 -0.0156 0.3299
H 8.8717 1.1513 -2.5752
H 8.0551 1.9026 -1.2323
H 6.3577 0.9085 -2.3333
H 6.6030 0.0540 -0.7527
C 2.9152 1.3167 -5.2750
C 3.2543 0.9399 -3.8158
C 3.4506 -0.6113 -3.6737
C 2.3101 -1.4313 -3.8932
N 1.3837 -2.0994 -4.1381
H 3.7915 1.1466 -5.9004
H 2.5759 2.3505 -5.3390
H 2.0407 0.7603 -5.6122
H 2.4111 1.2832 -3.2164
H 4.1369 1.5173 -3.5407
H 3.7159 -0.8202 -2.6373
H 4.2923 -0.8633 -4.3188
C -0.2913 -2.7541 4.9351
C -0.4995 -2.4163 3.4701
C -0.3659 -3.6460 2.5526
C 0.9769 -4.3539 2.6133
N 2.0284 -4.8314 2.7179
H -0.2655 -1.7977 5.4573
H 0.6317 -3.2688 5.2021
H -1.1735 -3.2473 5.3433
H 0.2125 -1.6858 3.0859
H -1.4870 -1.9936 3.2855
H -0.4528 -3.3700 1.5017
H -1.1186 -4.4095 2.7490
C 6.3450 -3.6006 5.0421
C 5.0971 -3.3951 4.2187
C 4.8861 -1.8971 3.9178
C 6.0035 -1.2339 3.2149
N 6.9146 -0.7545 2.6547
H 6.4501 -4.6536 5.3036
H 6.4613 -2.9484 5.9076
H 7.1709 -3.4334 4.3507
H 4.2533 -3.7799 4.7914
H 5.0546 -4.0992 3.3877
H 4.6079 -1.3015 4.7873
H 3.9847 -1.8483 3.3069
C -6.3539 -3.3869 -3.7346
C -6.7450 -3.0965 -2.2936
C -5.6917 -3.7008 -1.3269
C -5.7571 -5.1974 -1.1741
N -5.8193 -6.3463 -1.0593
H -5.3953 -3.0025 -4.0831
H -7.1797 -3.1064 -4.3884
H -6.2640 -4.4682 -3.8381
H -7.8034 -3.2951 -2.1250
H -6.7566 -2.0148 -2.1599
H -5.7994 -3.2729 -0.3302
H -4.6908 -3.4087 -1.6446
C 6.4976 -3.2046 0.4330
C 5.0362 -2.8612 0.1598
C 4.1225 -4.0677 0.0174
C 2.7239 -3.6648 -0.1632
N 1.6216 -3.3598 -0.3716
H 7.1235 -2.3444 0.1958
H 6.8329 -4.0961 -0.0970
H 6.5777 -3.4822 1.4840
H 4.9695 -2.2693 -0.7530
H 4.6020 -2.2591 0.9579
H 4.3311 -4.7437 0.8466
H 4.3958 -4.6290 -0.8761
C -5.6538 4.3525 -2.9184
C -4.8725 3.0362 -2.7314
C -3.7264 3.0492 -1.7443
C -4.0059 3.2606 -0.2869
N -4.1906 3.4524 0.8493
H -6.0635 4.6960 -1.9685
H -6.5530 4.3148 -3.5333
H -4.9989 5.1295 -3.3127
H -4.4447 2.7780 -3.7001
H -5.5324 2.2446 -2.3764
H -2.9853 3.8055 -2.0029
H -3.3403 2.0321 -1.8113
C -2.3006 1.9751 3.9517
C -1.9431 3.3255 4.5402
C -1.6345 3.3170 6.0452
C -0.5661 2.3762 6.4884
N 0.2591 1.6079 6.8031
H -2.6160 2.0408 2.9104
H -3.1438 1.5632 4.5062
H -1.4797 1.2622 4.0288
H -2.6920 4.0685 4.2659
H -1.0117 3.5950 4.0421
H -2.5051 2.9804 6.6082
H -1.4245 4.3490 6.3262
C 4.5231 3.2421 5.5308
C 3.5003 2.1870 5.1092
C 2.2932 2.8358 4.4014
C 1.7177 4.0890 4.9324
N 1.2290 5.0034 5.3940
H 4.2147 3.7474 6.4461
H 4.7542 4.0054 4.7877
H 5.4340 2.6947 5.7732
H 3.2101 1.6252 5.9971
H 4.0363 1.4565 4.5033
H 1.4835 2.1106 4.3198
H 2.6022 3.1721 3.4117
*
```

---

Record 2
ORCA calculation (the ωB97M-V functional and the def2-TZVPD basis) on a 2-piece molecular cluster, CH7N2OP overall in a non-equilibrium geometry.

Summary:
SMILES string = [H]/N=P/N.CO
molecular weight = 94.054 g mol⁻¹
maximum force = 4.294 eV Å⁻¹
Kohn-Sham gap = 9.9482 eV

ORCA input file:
```
! RIJCOSX wB97M-V def2-TZVPD def2/J DEFGRID3
* xyz 0 1
H 0.7290 -1.0910 -0.6548
N 1.2854 -0.2732 -0.7489
P 2.3633 -0.1291 0.3389
N 2.7142 1.4653 0.2915
H 3.4468 1.8086 0.8898
H 2.0252 1.9925 -0.3769
C -1.6071 -0.5380 -0.2136
O -1.2155 0.3527 -1.2992
H -0.9067 -1.2702 -0.1537
H -2.5172 -0.9545 -0.4097
H -1.6953 0.0649 0.6536
H -0.3166 0.2812 -1.5636
*
```

---

Record 3
ORCA calculation (the ωB97M-V functional and the def2-TZVPD basis) on a 2-piece molecular cluster, C3H8O2 overall in a non-equilibrium geometry.

Summary:
<S²> = 0.76
molecular weight = 76.095 g mol⁻¹
maximum force = 1.091 eV Å⁻¹
Kohn-Sham gap (spin up / spin down) = 12.0949 / 5.0036 eV

ORCA input file:
```
! RIJCOSX wB97M-V def2-TZVPD def2/J DEFGRID3
* xyz 1 2
O -1.9307 0.2980 -1.1855
C -2.1936 0.8370 -2.2260
H -2.1902 1.9328 -2.3074
H -2.4264 0.1746 -3.0747
C 0.2911 -0.5895 1.1008
O -0.2130 0.7164 0.9265
C 1.7979 -0.5872 1.0065
H -0.1394 -1.2206 0.2979
H -0.0776 -0.9360 2.0562
H 0.4812 1.2393 0.4817
H 2.1845 -0.0054 0.1705
H 2.1585 -1.5932 0.8146
H 2.2578 -0.2664 1.9389
*
```

---

Record 4
ORCA calculation (the ωB97M-V functional and the def2-TZVPD basis) on a 2-piece molecular cluster, C2H10N2O overall in a non-equilibrium geometry.

Summary:
<S²> = 0.76
molecular weight = 78.115 g mol⁻¹
maximum force = 2.092 eV Å⁻¹
Kohn-Sham gap (spin up / spin down) = 12.1723 / 5.7076 eV

ORCA input file:
```
! RIJCOSX wB97M-V def2-TZVPD def2/J DEFGRID3
* xyz 1 2
N 0.6723 1.0286 -1.9415
C 0.2158 1.1234 -0.6451
C 0.7970 -0.1352 0.1288
N 0.6387 -0.1380 1.5396
H 0.1681 0.3680 -2.5202
H 0.7714 1.9078 -2.4412
H 0.5408 2.0518 -0.1949
H -0.8836 1.0535 -0.6030
H 1.8533 -0.1496 -0.1638
H 0.4109 -1.0636 -0.2943
H 1.4857 0.1298 2.0285
H -0.0266 0.5685 1.8341
H -2.0291 -1.0103 1.4553
H -2.2882 -2.4555 1.0230
O -1.9248 -1.6187 0.7157
*
```

---

Record 5
ORCA calculation (the ωB97M-V functional and the def2-TZVPD basis) on C3H3O4Tl as an isolated structure in a non-equilibrium geometry.

Summary:
<S²> = 0.76
molecular weight = 307.436 g mol⁻¹
maximum force = 4.194 eV Å⁻¹
Kohn-Sham gap (spin up / spin down) = 8.5443 / 5.8432 eV

ORCA input file:
```
! RIJCOSX wB97M-V def2-TZVPD def2/J DEFGRID3
* xyz 1 2
O -2.1684 -2.9679 1.7745
C -1.7908 -2.1024 1.0386
C -0.3141 -1.7903 0.8449
H -2.2937 -1.0246 0.9569
H 0.0404 -1.4019 1.8098
H 0.2572 -2.7018 0.6211
O -0.1893 -0.9313 -0.3012
C 0.0313 0.3383 -0.1699
O -0.6099 0.9557 0.7540
O 0.3614 1.0336 -1.1320
Tl 1.8763 2.9712 -2.0231
*
```

---

Record 6
ORCA calculation (the ωB97M-V functional and the def2-TZVPD basis) on Ca3H2N6O19 as an isolated structure in a non-equilibrium geometry.

Summary:
molecular weight = 510.273 g mol⁻¹
maximum force = 3.516 eV Å⁻¹
Kohn-Sham gap = 3.0924 eV

ORCA input file:
```
! RIJCOSX wB97M-V def2-TZVPD def2/J DEFGRID3
* xyz 0 1
Ca -11.2433 13.8306 -15.7259
Ca -9.0215 10.5683 -12.2004
Ca -14.2423 13.1720 -11.0946
N -14.6275 14.3291 -15.5791
O -13.5087 13.7194 -15.9072
O -15.6442 13.6631 -15.5816
O -14.5777 15.5041 -15.3004
N -12.5327 9.9839 -11.7254
O -11.3101 10.0955 -12.1461
O -12.9191 8.9657 -11.2364
O -13.2397 11.0117 -11.8559
N -13.1436 15.2939 -8.5475
O -13.4408 15.3194 -7.3556
O -13.4748 14.2291 -9.2324
O -12.5429 16.1752 -9.1136
N -9.4176 16.1444 -13.9172
O -9.6584 15.1005 -14.6926
O -9.6016 16.0019 -12.7348
O -8.9553 17.1468 -14.4430
N -14.3066 16.4225 -12.2444
O -13.6290 17.0976 -12.9853
O -15.1559 16.8806 -11.4835
O -14.1588 15.1260 -12.2933
N -11.2813 13.2768 -12.4128
O -11.7893 13.5935 -13.4922
O -10.2003 12.5715 -12.3458
O -11.8707 13.4613 -11.3745
O -9.6450 14.7435 -9.4423
H -8.7851 14.3133 -9.4595
H -10.2561 14.1231 -9.8589
*
```

---

Record 7
ORCA calculation (the ωB97M-V functional and the def2-TZVPD basis) on one molecule with the formula C4H5NS2 in a non-equilibrium geometry.

Summary:
SMILES string = S=C1SC[C@@H]2N[C@@H]12
molecular weight = 131.225 g mol⁻¹
maximum force = 1.043 eV Å⁻¹
Kohn-Sham gap = 8.4449 eV

ORCA input file:
```
! RIJCOSX wB97M-V def2-TZVPD def2/J DEFGRID3
* xyz 0 1
S 0.4988 1.9094 -1.2209
C 0.3012 0.6338 -0.2515
S -0.8080 0.5765 1.1935
C -0.8353 -1.3130 1.2824
C -0.3736 -1.5661 -0.1381
N 0.7902 -1.9755 -0.9488
C 0.8580 -0.7506 -0.1952
H -1.8678 -1.6075 1.5166
H -0.1737 -1.6284 2.0534
H -1.1192 -1.2527 -0.8484
H 1.4105 -2.6558 -0.5455
H 1.4645 -0.8251 0.7170
*
```

---

Record 8
ORCA calculation (the ωB97M-V functional and the def2-TZVPD basis) on one molecule with the formula C9H15N3O6 in a non-equilibrium geometry.

Summary:
SMILES string = NC(=O)C[C@H](NC(=O)[C@@H](N)CCC(=O)O)C(=O)O
molecular weight = 261.234 g mol⁻¹
maximum force = 5.390 eV Å⁻¹
Kohn-Sham gap = 9.3182 eV

ORCA input file:
```
! RIJCOSX wB97M-V def2-TZVPD def2/J DEFGRID3
* xyz 0 1
N -4.9537 -0.2660 0.3430
C -3.6693 -0.2277 0.6666
O -3.3212 -0.2024 1.8349
C -2.8217 -0.1018 -0.6053
C -1.4571 0.4036 -0.5453
N -0.3959 -0.2970 0.2771
C 0.3366 -1.3504 -0.2611
O 0.0493 -1.7216 -1.3336
C 1.6441 -1.7547 0.2897
N 2.4744 -2.3019 -0.6637
C 2.2102 -0.4884 1.0511
C 2.6884 0.6879 0.1504
C 4.1025 1.0864 0.1783
O 4.9600 0.2780 0.3336
O 4.3905 2.4677 0.2856
C -1.4009 1.9435 -0.5081
O -0.3277 2.4891 -0.3064
O -2.4780 2.7309 -0.5983
H -5.3625 -0.4385 -0.5713
H -5.4798 -0.2686 1.2222
H -2.8223 -1.1220 -0.9023
H -3.2374 0.5284 -1.3790
H -0.8399 0.0826 -1.3738
H -0.1608 -0.1676 1.2434
H 1.3651 -2.4551 1.0463
H 1.8642 -2.5631 -1.4955
H 3.1757 -3.0499 -0.3487
H 3.0649 -0.8552 1.7269
H 1.5508 -0.0910 1.7692
H 1.9165 1.4383 0.3850
H 2.5749 0.4816 -0.9858
H 3.6212 2.9775 -0.1421
H -3.2614 2.1274 -0.7831
*
```

---

- Which formula does entry 6 have?
  Ca3H2N6O19

---

- Which formula does entry 2 have?
  CH7N2OP

---

- Which value of molecular weight does entry 7 give?
  131.225 g mol⁻¹